1.
This record from the Open Molecules 2025 dataset describes a cluster of 9 separate species, CH20O9 in total in a non-equilibrium geometry. The level of theory is the ωB97M-V functional and the def2-TZVPD basis.

Values from the calculation:
- Relative energy (zero: lowest compared OMol25 entry of this formula, charge and spin): 114.45 kcal/mol
- HOMO: -0.341 Ha
- E_tot: -19784.92632 eV
- Frontier orbital gap: 8.11 eV

Each line ends with the Mulliken charge.
CARTESIAN COORDINATES (ANGSTROEM)
O: -1.0452 -0.6980 -2.3746  -0.47
H: -0.5512 -0.7520 -1.5656  0.33
H: -2.0972 -0.8280 -2.2086  0.52
H: -0.8182 0.2230 -2.6766  0.47
C: 0.5718 -0.1800 0.0844  -1.61
O: -0.5762 -0.8500 0.2794  -0.62
H: 1.0198 -0.6730 -0.7986  0.48
H: 1.1128 -0.1240 0.9544  0.86
H: 0.4538 0.8590 -0.2316  0.29
O: 2.6568 2.3840 0.6964  -0.65
H: 2.2798 1.8900 -0.0406  0.28
H: 3.3398 1.9460 1.0764  0.32
O: -1.7532 1.6900 1.1584  -0.74
H: -2.3522 1.3710 1.7464  0.31
H: -1.1812 1.0330 0.7714  0.39
O: 0.8948 -3.8570 -1.0476  -0.66
H: 0.2058 -3.4720 -1.5966  0.27
H: 1.0558 -3.3520 -0.1506  0.39
O: 0.9428 -2.8220 1.5974  -0.76
H: 0.5878 -2.1190 0.9924  0.26
H: 1.6648 -2.2990 2.0494  0.31
O: -0.1022 1.8490 -2.6636  -0.75
H: 0.9198 1.9130 -2.6156  0.34
H: -0.5322 2.8330 -2.6716  0.37
O: 0.4938 2.9770 2.2164  -0.67
H: 1.3518 2.6720 1.8464  0.40
H: -0.2512 2.6470 1.7394  0.36
O: -3.0142 -1.2210 1.4154  -0.69
H: -3.1082 -2.1370 1.0724  0.28
H: -2.1692 -0.9040 0.9444  0.39

***

2.
This record from the Open Molecules 2025 dataset describes a cluster of 9 separate species, CH21NO8 in total in a non-equilibrium geometry. The level of theory is the ωB97M-V functional and the def2-TZVPD basis.

Values from the calculation:
- Relative energy (zero: lowest compared OMol25 entry of this formula, charge and spin): 17.56 kcal/mol
- HOMO: -0.339 Ha
- E_tot: -19247.36485 eV
- Frontier orbital gap: 9.61 eV
- Structure (SMILES): CN.O.O.O.O.O.O.O.O

Each line ends with the Mulliken charge.
CARTESIAN COORDINATES (ANGSTROEM)
C: 1.3158 1.5722 -2.4042  -0.73
N: 0.8216 1.0278 -1.0671  -0.22
H: 0.4743 1.2801 -3.1947  0.19
H: 2.3688 1.0809 -2.7298  0.17
H: 1.2989 2.6289 -2.5801  0.33
H: 0.7827 1.6301 -0.3023  0.22
H: -0.0356 0.5117 -1.1377  0.13
H: -0.5806 -2.0729 -1.5388  0.35
H: 0.7179 -2.4268 -1.0821  0.29
O: -0.2010 -2.6963 -1.0199  -0.66
H: -3.1347 1.6335 0.3809  0.26
H: -1.6950 1.9544 -0.1901  0.38
O: -2.5220 1.3799 -0.2681  -0.66
H: -0.0532 0.6544 2.2005  0.48
H: -0.4847 1.4984 3.5001  0.30
O: -0.7042 1.2806 2.5134  -0.70
H: -2.1183 -0.0343 -2.5382  0.28
H: -1.6799 -0.1146 -1.0534  0.44
O: -1.4590 -0.4854 -1.9487  -0.74
H: -0.2740 2.7404 1.3441  0.33
H: -0.7021 4.0364 0.5770  0.24
O: -0.5029 3.1284 0.5300  -0.62
H: 3.5706 -1.7314 0.0010  0.27
H: 2.5618 -0.5892 -0.8055  0.30
O: 2.6483 -1.2766 -0.1335  -0.69
H: 0.3262 -1.2800 1.8294  0.45
H: 1.4153 -0.7763 1.0447  0.38
O: 1.0623 -0.7301 1.8968  -0.76
H: 0.5821 -3.4069 1.6229  0.30
H: -0.6298 -3.1899 0.7393  0.39
O: -0.3661 -3.1824 1.6559  -0.73

***

3.
This record from the Open Molecules 2025 dataset describes a structure of composition CH21O12V in a non-equilibrium geometry. The level of theory is the ωB97M-V functional and the def2-TZVPD basis.

Values from the calculation:
- Relative energy (zero: lowest compared OMol25 entry of this formula, charge and spin): 0.00 kcal/mol
- HOMO: -0.335 Ha
- E_tot: -51636.31440 eV
- Frontier orbital gap: 8.41 eV

Each line ends with the Mulliken charge.
CARTESIAN COORDINATES (ANGSTROEM)
O: -0.4739 -0.3749 -0.8394  -0.55
V: 0.3319 -0.7484 0.5341  1.28
O: 0.0530 0.4162 1.5984  -0.53
C: 3.6048 0.1249 0.4673  -0.84
O: 2.3176 -0.0796 -0.0119  -0.54
H: 4.3291 -0.4336 -0.1498  0.27
H: 3.8353 1.1960 0.4773  0.26
H: 3.7922 -0.3162 1.4642  0.23
O: -1.2347 -1.9506 1.8879  -0.42
H: -1.5375 -1.6506 2.7539  0.26
H: -1.8434 -2.6547 1.6173  0.28
O: 0.9333 3.0321 1.2099  -0.65
H: 0.4895 2.4961 1.8773  0.35
H: 1.6969 2.5014 0.9542  0.28
O: -3.1050 -2.2550 -0.6598  -0.66
H: -3.1450 -1.3940 -0.1978  0.38
H: -2.9630 -2.0181 -1.5810  0.29
O: 1.4510 2.0334 -1.6738  -0.59
H: 1.8170 1.2756 -1.1607  0.36
H: 2.1749 2.3325 -2.2330  0.29
O: -3.7931 0.6193 -0.2748  -0.67
H: -4.2075 0.5638 -1.1433  0.31
H: -3.1035 1.3248 -0.3607  0.39
O: -1.4587 1.3255 -3.4125  -0.67
H: -2.1480 1.5110 -2.7685  0.30
H: -0.6701 1.1739 -2.8720  0.34
O: 1.5509 -1.8958 2.2006  -0.37
H: 2.4734 -2.1812 2.1810  0.29
H: 1.0798 -2.5731 2.7042  0.29
O: -1.8585 2.5078 -0.3373  -0.66
H: -0.8914 2.4016 -0.2498  0.32
H: -1.9781 3.3907 -0.7051  0.29
O: 0.7329 -2.9282 -0.2117  -0.45
H: 1.4903 -3.5123 -0.0982  0.28
H: 0.2578 -3.2602 -0.9866  0.27

***

Look up the relative energy (zero: lowest compared OMol25 entry of this formula, charge and spin) of the first one.
114.45 kcal/mol

***

relative energy (zero: lowest compared OMol25 entry of this formula, charge and spin) of number 2 (CH21NO8)?
17.56 kcal/mol

***

What is the relative energy (zero: lowest compared OMol25 entry of this formula, charge and spin) in the third record?
0.00 kcal/mol